Computed, not measured: 2 unconnected molecules or ions with the total composition CH4O2S2 at a distorted geometry, with ωB97M-V/def2-TZVPD.

**HOMO level**: -9.25 eV
**Maximum force**: 4.77 eV Å⁻¹
**E_tot**: -987.25130 hartree
**Charge**: 0
**HOMO-LUMO gap**: 9.78 eV

Geometry (Å):
C: -0.058 -0.562 -2.009
O: -2.039 1.339 2.100
O: -0.044 -0.148 -0.901
S: 0.621 1.063 3.242
S: -0.750 1.056 1.615
H: 0.809 -1.277 -2.172
H: -0.894 -0.478 -2.851
H: 0.379 2.404 3.575
H: -0.440 -0.414 1.538

Computed, not measured: 2 unconnected molecules or ions with the total composition CH4O2S2 at a distorted geometry, with ωB97M-V/def2-TZVPD.

**HOMO level**: -8.23 eV
**Maximum force**: 4.80 eV Å⁻¹
**E_tot**: -987.28715 hartree
**Charge**: 0
**HOMO-LUMO gap**: 8.65 eV

Geometry (Å):
C: 0.286 -0.728 1.614
O: 1.046 -0.947 2.679
O: 0.276 0.274 0.950
S: -0.921 0.918 -2.085
S: 0.133 -0.129 -3.307
H: -0.371 -1.451 1.372
H: 0.916 -1.720 3.119
H: -1.166 1.963 -2.961
H: -0.199 1.821 -1.380

Computed, not measured: a molecular structure, CH4O4S at a distorted geometry, with ωB97M-V/def2-TZVPD.

**HOMO level (spin up / spin down)**: -10.58 / -7.71 eV
**Maximum force**: 5.33 eV Å⁻¹
**E_tot**: -739.40961 hartree
**Charge**: 0
**HOMO-LUMO gap (spin up / spin down)**: 10.17 / 6.27 eV

Geometry (Å):
C: -1.339 0.754 0.227
O: 2.373 1.020 -0.478
O: 0.806 -1.344 -0.317
O: -0.034 1.062 -0.369
O: -0.115 -2.284 0.055
S: 1.338 0.704 0.436
H: -1.661 1.535 0.774
H: -1.205 -0.138 0.905
H: -1.864 0.394 -0.650
H: 1.700 -1.703 -0.583

Computed, not measured: CH4O4S in the gas phase at a distorted geometry, with ωB97M-V/def2-TZVPD.

**HOMO level**: -10.59 eV
**Maximum force**: 3.07 eV Å⁻¹
**E_tot**: -739.50568 hartree
**Charge**: 0
**HOMO-LUMO gap**: 11.11 eV

Geometry (Å):
C: 0.484 -0.446 -0.189
O: -1.684 -0.598 1.380
O: -1.975 1.505 -0.419
O: -0.645 -1.022 -0.831
O: -2.822 0.384 -0.613
S: -2.049 -1.026 0.078
H: 0.509 0.563 -0.438
H: 1.358 -0.979 -0.661
H: 0.348 -0.657 0.870
H: -2.203 2.031 0.383

Computed, not measured: CH4OP2 in the gas phase at a distorted geometry, with ωB97M-V/def2-TZVPD.

**HOMO level**: -8.67 eV
**Maximum force**: 3.99 eV Å⁻¹
**E_tot**: -798.34218 hartree
**Charge**: 0
**HOMO-LUMO gap**: 8.58 eV

Geometry (Å):
C: 0.238 0.584 0.114
O: -1.974 -1.022 -0.392
P: -1.452 0.237 0.142
P: 1.229 -0.908 0.128
H: -2.791 0.990 0.455
H: 0.676 1.529 0.697
H: 1.526 -1.050 -1.362
H: 2.547 -0.360 0.217

Computed, not measured: CH4OS2 in the gas phase at a distorted geometry, with ωB97M-V/def2-TZVPD.

**HOMO level**: -9.46 eV
**Maximum force**: 3.38 eV Å⁻¹
**E_tot**: -912.04393 hartree
**Charge**: 0
**HOMO-LUMO gap**: 9.59 eV
**Structure (SMILES)**: COSS

Geometry (Å):
C: 0.048 -0.280 -1.373
O: 0.901 -0.243 -0.259
S: 0.615 1.050 1.065
S: -0.811 0.463 2.258
H: -0.895 -0.677 -1.014
H: 0.618 -0.829 -2.092
H: -0.095 0.565 -2.012
H: -0.383 -0.050 3.427

Computed, not measured: 2 unconnected molecules or ions with the total composition CH4OS3 at a distorted geometry, with ωB97M-V/def2-TZVPD.

**HOMO level**: -9.15 eV
**Maximum force**: 4.05 eV Å⁻¹
**E_tot**: -1310.24884 hartree
**Charge**: 0
**HOMO-LUMO gap**: 7.31 eV

Geometry (Å):
C: -0.744 1.588 0.031
O: 1.562 -3.704 0.109
S: 0.723 -1.706 1.914
S: 0.092 1.114 -1.469
S: 1.793 -2.311 0.533
H: -0.563 0.866 0.738
H: -1.868 1.458 -0.153
H: -0.482 2.617 0.182
H: -0.512 0.079 -1.885

Computed, not measured: CH4P2S in the gas phase at a distorted geometry, with ωB97M-V/def2-TZVPD.

**HOMO level**: -8.85 eV
**Maximum force**: 2.44 eV Å⁻¹
**E_tot**: -1121.37298 hartree
**Charge**: 0
**HOMO-LUMO gap**: 9.17 eV
**Structure (SMILES)**: CP1#S#[PH]1

Geometry (Å):
C: -0.603 0.737 -0.915
P: -0.616 -0.395 0.666
S: 0.862 0.594 1.754
P: 1.402 -1.231 0.621
H: 0.431 0.949 -0.932
H: -1.402 1.483 -1.001
H: -0.849 0.170 -1.812
H: 0.775 -2.306 1.620

Computed, not measured: 2 unconnected molecules or ions with the total composition CH4P2S at a distorted geometry, with ωB97M-V/def2-TZVPD.

**HOMO level (spin up / spin down)**: -8.11 / -7.97 eV
**Maximum force**: 3.96 eV Å⁻¹
**E_tot**: -1121.22518 hartree
**Charge**: 0
**HOMO-LUMO gap (spin up / spin down)**: 6.94 / 7.20 eV

Geometry (Å):
C: -1.152 -1.291 0.848
P: 0.894 0.381 -0.961
P: -0.532 1.408 0.194
S: -0.371 -1.984 2.043
H: -1.475 -1.693 -0.033
H: 0.550 0.855 -2.250
H: 1.893 1.283 -1.067
H: 0.193 1.041 1.226

Computed, not measured: a molecular structure, CH4P2S3 at a distorted geometry, with ωB97M-V/def2-TZVPD.

**HOMO level**: -8.55 eV
**Maximum force**: 3.48 eV Å⁻¹
**E_tot**: -1917.74038 hartree
**Charge**: 0
**HOMO-LUMO gap**: 6.54 eV

Geometry (Å):
C: 0.729 -0.647 -0.006
P: -3.321 -0.421 0.676
P: -0.967 1.752 0.598
S: -4.513 -1.216 -0.521
S: 0.438 0.978 -0.738
S: -2.843 2.021 -0.312
H: 1.770 -0.974 0.200
H: 0.384 -1.564 -0.597
H: 0.372 -0.893 0.935
H: -0.665 3.181 0.327

Computed, not measured: CH4S2 in the gas phase at a distorted geometry, with ωB97M-V/def2-TZVPD.

**HOMO level**: -9.01 eV
**Maximum force**: 4.32 eV Å⁻¹
**E_tot**: -836.84345 hartree
**Charge**: 0
**HOMO-LUMO gap**: 9.12 eV
**Structure (SMILES)**: CSS

Geometry (Å):
C: 0.751 0.103 0.180
S: -0.695 1.236 0.383
S: -2.395 -0.139 0.189
H: 1.624 0.581 -0.398
H: 0.355 -0.738 -0.264
H: 1.089 -0.138 1.300
H: -2.170 -0.043 -1.145

Computed, not measured: 2 unconnected molecules or ions with the total composition CH4S3Si at a distorted geometry, with ωB97M-V/def2-TZVPD.

**HOMO level**: -9.21 eV
**Maximum force**: 5.37 eV Å⁻¹
**E_tot**: -1524.47928 hartree
**Charge**: 0
**HOMO-LUMO gap**: 8.80 eV

Geometry (Å):
C: -3.045 -0.070 -0.106
Si: 1.400 -0.106 1.571
S: -2.386 1.327 0.081
S: -3.398 -1.588 0.125
S: 0.159 -0.832 -0.071
H: 2.032 -0.831 2.738
H: 2.598 0.770 1.119
H: 0.210 0.840 1.899
H: 1.645 -0.806 -0.855

Computed values of relative energy (zero: lowest compared OMol25 entry of this formula, charge and spin) (unit: eV) for the preceding records, in sequence: 2.670 1.694 5.972 3.357 2.011 1.296 0.815 0.503 4.525 1.772 0.618 1.412.